{"formula": "C19H64N10O13", "method": "ωB97M-V with the def2-TZVPD basis set", "symbols": ["C", "C", "O", "H", "H", "H", "H", "H", "H", "C", "C", "O", "H", "H", "H", "H", "H", "H", "C", "C", "O", "H", "H", "H", "H", "H", "H", "C", "C", "O", "H", "H", "H", "H", "H", "H", "C", "C", "O", "H", "H", "H", "H", "H", "H", "C", "C", "O", "H", "H", "H", "H", "H", "H", "C", "O", "N", "N", "H", "H", "H", "H", "C", "O", "N", "N", "H", "H", "H", "H", "C", "O", "N", "N", "H", "H", "H", "H", "C", "O", "N", "N", "H", "H", "H", "H", "C", "O", "N", "N", "H", "H", "H", "H", "C", "O", "H", "H", "H", "H", "C", "O", "H", "H", "H", "H"], "xyz": [[-0.666, 4.033, 3.404], [-1.166, 3.561, 2.079], [-0.531, 4.394, 1.063], [0.427, 3.955, 3.519], [-1.115, 3.402, 4.147], [-0.838, 5.034, 3.738], [-2.264, 3.581, 1.925], [-0.768, 2.525, 2.023], [-0.714, 5.297, 1.284], [-1.287, -0.898, -5.678], [-0.484, -1.310, -4.452], [-0.510, -0.244, -3.584], [-1.210, 0.062, -6.183], [-2.334, -0.962, -5.488], [-1.243, -1.597, -6.532], [0.540, -1.717, -4.634], [-1.074, -2.124, -3.975], [-0.057, -0.573, -2.786], [0.636, -3.332, 2.008], [2.124, -3.417, 1.991], [2.574, -3.180, 0.632], [0.096, -4.102, 1.447], [0.268, -2.327, 1.860], [0.268, -3.554, 2.974], [2.413, -4.363, 2.306], [2.557, -2.725, 2.756], [2.795, -2.281, 0.475], [-2.972, 2.730, -0.792], [-2.344, 1.968, -1.977], [-2.967, 0.680, -1.967], [-4.041, 2.959, -0.992], [-2.627, 3.731, -0.728], [-2.832, 2.314, 0.218], [-1.232, 1.777, -1.846], [-2.595, 2.566, -2.844], [-2.484, 0.015, -2.510], [3.013, 0.073, 2.101], [1.630, 0.551, 2.460], [1.782, 1.614, 3.358], [3.619, 0.838, 1.668], [3.014, -0.597, 1.263], [3.622, -0.343, 2.876], [0.977, -0.206, 2.901], [1.155, 0.893, 1.566], [1.569, 2.424, 2.869], [-1.103, 0.710, 5.146], [-1.759, 0.364, 3.827], [-2.930, 1.193, 3.691], [-1.781, 0.904, 5.970], [-0.704, 1.687, 5.057], [-0.181, 0.116, 5.359], [-1.935, -0.734, 3.787], [-1.066, 0.607, 3.011], [-2.807, 2.005, 4.180], [-3.013, -3.397, 1.354], [-3.133, -3.252, 2.739], [-3.044, -4.498, 0.636], [-3.048, -2.475, 0.489], [-2.921, -5.487, 1.149], [-2.638, -4.583, -0.332], [-3.256, -1.555, 0.946], [-3.401, -2.586, -0.506], [-4.754, 0.008, 0.742], [-5.889, -0.363, 1.491], [-5.072, 0.311, -0.509], [-3.551, 0.081, 1.201], [-5.919, -0.146, -0.881], [-4.250, 0.593, -1.125], [-3.338, 0.096, 2.250], [-2.736, 0.264, 0.608], [2.497, 3.053, 0.223], [1.691, 2.338, -0.720], [3.793, 2.840, 0.179], [2.065, 3.874, 1.139], [4.078, 2.144, -0.485], [4.259, 2.793, 1.088], [1.006, 3.844, 1.122], [2.468, 4.341, 1.930], [4.388, -0.660, -1.834], [4.191, 0.588, -1.224], [4.413, -0.787, -3.173], [4.739, -1.716, -1.138], [4.179, 0.017, -3.694], [4.307, -1.773, -3.523], [4.927, -1.664, -0.138], [4.851, -2.671, -1.496], [-0.121, -0.580, -0.388], [-0.913, 0.185, 0.417], [-0.559, -1.857, -0.586], [0.940, -0.279, -0.965], [-1.485, -2.086, -0.142], [0.006, -2.595, -0.974], [1.256, 0.774, -1.046], [1.544, -0.991, -1.305], [1.381, -3.897, -2.275], [1.783, -2.534, -2.402], [0.334, -4.082, -2.622], [1.446, -4.270, -1.243], [1.949, -4.488, -2.864], [2.471, -2.456, -3.100], [1.985, 2.246, -4.027], [2.219, 0.904, -3.830], [2.155, 2.805, -3.084], [0.908, 2.332, -4.290], [2.736, 2.713, -4.647], [1.616, 0.606, -3.109]], "mulliken_charge": [-0.970, 0.450, -0.674, 0.193, 0.090, 0.473, 0.537, -0.414, 0.318, -1.510, 0.215, -0.291, 0.328, 0.395, 0.387, 0.151, 0.070, -0.170, -0.503, -0.520, -0.513, 0.297, -0.230, 0.609, 0.458, 0.190, -0.090, -1.037, 0.712, -0.634, 0.455, 0.436, -0.227, -0.407, 0.471, 0.156, -0.558, 0.913, -0.704, -0.095, -0.267, 0.515, 0.204, -0.525, 0.297, -1.460, 0.421, -0.728, 0.441, 0.358, 0.323, 0.416, -0.250, 0.375, 0.273, -0.702, -0.464, -0.466, 0.340, 0.214, -0.027, 0.360, 0.565, -0.840, -0.297, 0.045, 0.250, 0.344, -0.138, -0.238, 0.150, -0.630, -0.448, -0.360, 0.524, 0.322, 0.274, 0.289, 0.172, -0.697, -0.329, -0.167, 0.233, 0.187, 0.284, 0.168, 0.058, 0.242, 0.841, 3.554, -0.397, -0.085, -0.811, -0.920, -1.078, -0.184, 0.240, 0.270, 0.456, 0.017, -0.572, -0.456, 0.049, 0.184, 0.343, 0.183], "e_above_lowest_kcal_mol": 55.2, "lumo_ev": -0.39, "e_tot_ha": -2287.80676}